# 1
Density functional theory data (ωB97M-V/def2-TZVPD) for C11H11NO3 in the gas phase.

Kohn-Sham gap = 7.81 eV
Multiplicity = 1
DFT total energy = -705.9886 Ha
Highest occupied orbital energy = -8.5 eV
Energy relative to the best compared isomer or geometry (same formula, charge and spin) = 729.1 kJ/mol

CARTESIAN COORDINATES (ANGSTROEM)
C (-2.079, -2.722, -0.624)
C (-0.711, -2.904, -0.633)
C (-2.553, -1.487, -0.060)
C (0.111, -2.040, -0.025)
C (-1.667, -0.578, 0.521)
C (-0.373, -0.895, 0.637)
C (0.025, 1.852, -0.868)
C (0.725, 2.245, 1.556)
C (0.608, -0.056, 1.215)
C (1.043, 2.358, 0.042)
C (1.157, 1.023, -0.604)
N (2.140, 0.339, -1.298)
O (1.824, -0.033, -2.428)
O (3.292, 0.277, -0.835)
O (0.051, 1.057, 1.847)
H (-2.506, -3.449, -1.250)
H (-0.375, -3.727, -1.228)
H (-3.594, -1.193, 0.037)
H (1.048, -2.372, 0.192)
H (-2.109, 0.339, 0.957)
H (-1.044, 1.512, -0.548)
H (-0.044, 2.352, -1.884)
H (1.688, 2.343, 2.146)
H (0.021, 3.023, 1.921)
H (1.608, -0.361, 1.521)
H (1.716, 3.099, -0.306)

=====

# 2
Density functional theory data (ωB97M-V/def2-TZVPD) for 18 unconnected molecules or ions with the total composition C108H90F18.

Kohn-Sham gap = 9.44 eV
Multiplicity = 1
DFT total energy = -5966.8321 Ha
Highest occupied orbital energy = -9.0 eV
Energy relative to the best compared isomer or geometry (same formula, charge and spin) = 203.0 kJ/mol

CARTESIAN COORDINATES (ANGSTROEM)
F (5.790, 2.568, 5.308)
C (5.845, 1.418, 4.609)
C (7.024, 1.158, 3.935)
C (7.081, 0.097, 3.081)
C (5.992, -0.741, 2.961)
C (4.876, -0.539, 3.813)
C (4.781, 0.555, 4.627)
H (7.810, 1.866, 3.986)
H (7.963, -0.111, 2.529)
H (5.924, -1.518, 2.254)
H (4.118, -1.254, 3.780)
H (3.832, 0.776, 5.088)
F (2.677, -5.977, -3.234)
C (1.395, -5.772, -3.569)
C (1.226, -5.218, -4.804)
C (-0.089, -4.948, -5.250)
C (-1.195, -5.314, -4.426)
C (-0.913, -5.707, -3.149)
C (0.384, -5.917, -2.671)
H (2.058, -5.160, -5.486)
H (-0.330, -4.678, -6.243)
H (-2.184, -5.191, -4.731)
H (-1.674, -5.768, -2.402)
H (0.658, -6.289, -1.748)
F (-0.534, -0.980, -8.250)
C (-1.066, -1.079, -7.005)
C (-0.197, -1.358, -5.899)
C (-0.807, -1.424, -4.617)
C (-2.151, -1.194, -4.467)
C (-2.969, -0.924, -5.544)
C (-2.386, -0.867, -6.845)
H (0.812, -1.675, -6.046)
H (-0.250, -1.818, -3.771)
H (-2.522, -1.193, -3.461)
H (-4.044, -0.887, -5.407)
H (-3.026, -0.789, -7.736)
F (1.773, 1.653, 1.932)
C (1.477, 0.548, 1.191)
C (2.418, -0.327, 0.683)
C (2.048, -1.346, -0.205)
C (0.720, -1.454, -0.520)
C (-0.272, -0.684, 0.112)
C (0.080, 0.297, 0.998)
H (3.423, -0.192, 1.055)
H (2.807, -1.880, -0.788)
H (0.292, -2.238, -1.165)
H (-1.352, -0.674, -0.200)
H (-0.643, 0.937, 1.452)
F (0.922, -3.267, 5.317)
C (-0.313, -3.214, 4.657)
C (-0.310, -2.586, 3.446)
C (-1.522, -2.342, 2.813)
C (-2.735, -2.825, 3.331)
C (-2.661, -3.545, 4.469)
C (-1.466, -3.781, 5.109)
H (0.540, -1.982, 3.093)
H (-1.444, -1.818, 1.844)
H (-3.669, -2.560, 2.833)
H (-3.547, -3.933, 4.906)
H (-1.373, -4.468, 5.937)
F (-5.435, 7.631, 5.601)
C (-5.558, 6.544, 4.885)
C (-4.638, 5.502, 5.191)
C (-4.634, 4.348, 4.382)
C (-5.643, 4.222, 3.424)
C (-6.480, 5.275, 3.112)
C (-6.462, 6.450, 3.842)
H (-3.986, 5.654, 6.090)
H (-3.939, 3.581, 4.511)
H (-5.708, 3.338, 2.763)
H (-7.397, 5.147, 2.437)
H (-7.143, 7.290, 3.621)
F (2.483, -4.723, 2.785)
C (3.352, -5.489, 2.061)
C (2.891, -5.886, 0.831)
C (3.820, -6.562, -0.009)
C (5.129, -6.864, 0.517)
C (5.476, -6.439, 1.820)
C (4.635, -5.682, 2.558)
H (1.944, -5.585, 0.394)
H (3.695, -6.797, -1.020)
H (5.865, -7.379, -0.053)
H (6.422, -6.728, 2.249)
H (4.851, -5.376, 3.544)
F (-5.335, -2.159, -1.178)
C (-5.918, -1.292, -1.983)
C (-5.198, -0.253, -2.480)
C (-5.833, 0.744, -3.199)
C (-7.138, 0.531, -3.510)
C (-7.881, -0.576, -2.981)
C (-7.238, -1.536, -2.227)
H (-4.157, -0.249, -2.171)
H (-5.270, 1.617, -3.547)
H (-7.623, 1.246, -4.151)
H (-8.864, -0.659, -3.323)
H (-7.730, -2.379, -1.716)
F (-2.222, -3.838, -0.611)
C (-2.023, -4.966, 0.132)
C (-2.915, -6.068, -0.011)
C (-2.558, -7.206, 0.711)
C (-1.431, -7.101, 1.519)
C (-0.600, -6.011, 1.668)
C (-0.892, -4.915, 0.902)
H (-3.781, -5.926, -0.651)
H (-3.096, -8.160, 0.597)
H (-1.173, -7.919, 2.089)
H (0.250, -6.165, 2.313)
H (-0.254, -4.080, 0.871)
F (-2.793, 0.649, 2.493)
C (-4.029, 0.802, 2.009)
C (-5.091, 0.567, 2.853)
C (-6.391, 0.781, 2.356)
C (-6.575, 1.184, 1.068)
C (-5.522, 1.446, 0.254)
C (-4.221, 1.230, 0.693)
H (-4.981, 0.219, 3.928)
H (-7.219, 0.611, 3.083)
H (-7.611, 1.282, 0.639)
H (-5.627, 1.997, -0.708)
H (-3.277, 1.426, 0.116)
F (-0.879, 4.019, -5.026)
C (-0.171, 3.366, -4.139)
C (0.527, 4.142, -3.187)
C (1.267, 3.467, -2.215)
C (1.461, 2.069, -2.277)
C (0.823, 1.416, -3.268)
C (0.014, 2.019, -4.241)
H (0.385, 5.240, -3.234)
H (1.868, 4.044, -1.505)
H (2.057, 1.571, -1.576)
H (0.899, 0.316, -3.388)
H (-0.339, 1.368, -5.067)
F (-0.302, 3.343, 0.522)
C (-1.413, 3.704, -0.176)
C (-2.263, 4.620, 0.393)
C (-3.406, 4.996, -0.331)
C (-3.646, 4.444, -1.570)
C (-2.802, 3.469, -2.100)
C (-1.720, 3.016, -1.363)
H (-2.090, 5.050, 1.378)
H (-4.028, 5.686, 0.153)
H (-4.431, 4.823, -2.190)
H (-3.022, 3.126, -3.114)
H (-0.912, 2.368, -1.629)
F (-1.331, 5.442, 4.586)
C (-1.340, 4.134, 5.043)
C (-1.024, 3.150, 4.144)
C (-0.790, 1.870, 4.730)
C (-0.865, 1.722, 6.101)
C (-1.355, 2.737, 6.929)
C (-1.604, 3.968, 6.418)
H (-0.877, 3.329, 3.055)
H (-0.528, 1.035, 4.076)
H (-0.721, 0.720, 6.545)
H (-1.472, 2.560, 7.990)
H (-1.849, 4.809, 6.989)
F (6.262, 6.912, 2.478)
C (5.142, 6.309, 2.032)
C (4.664, 6.679, 0.800)
C (3.425, 6.122, 0.399)
C (2.736, 5.266, 1.219)
C (3.347, 4.829, 2.447)
C (4.583, 5.385, 2.872)
H (5.260, 7.363, 0.206)
H (2.828, 6.358, -0.513)
H (1.677, 5.042, 1.055)
H (2.910, 4.133, 3.081)
H (4.983, 4.994, 3.811)
F (-5.489, -4.291, 5.754)
C (-5.818, -4.292, 4.463)
C (-6.277, -3.107, 3.912)
C (-6.286, -3.029, 2.531)
C (-5.969, -4.097, 1.735)
C (-5.482, -5.250, 2.311)
C (-5.395, -5.368, 3.693)
H (-6.474, -2.257, 4.519)
H (-6.712, -2.122, 2.172)
H (-5.946, -4.035, 0.668)
H (-5.279, -6.174, 1.799)
H (-5.239, -6.287, 4.177)
F (8.809, 2.440, -3.170)
C (8.058, 2.588, -1.991)
C (7.687, 3.838, -1.626)
C (6.875, 3.947, -0.504)
C (6.469, 2.867, 0.335)
C (6.855, 1.613, -0.180)
C (7.612, 1.459, -1.362)
H (8.069, 4.704, -2.154)
H (6.622, 4.925, -0.084)
H (5.909, 2.955, 1.221)
H (6.553, 0.691, 0.321)
H (7.776, 0.459, -1.657)
F (4.335, 6.351, -3.893)
C (4.326, 5.129, -4.429)
C (4.761, 4.073, -3.644)
C (4.727, 2.850, -4.262)
C (4.292, 2.679, -5.523)
C (3.957, 3.793, -6.310)
C (3.976, 5.090, -5.759)
H (5.072, 4.314, -2.590)
H (5.112, 2.072, -3.610)
H (4.229, 1.662, -5.966)
H (3.841, 3.638, -7.356)
H (3.890, 5.994, -6.342)
F (4.874, -1.271, -1.589)
C (4.487, -1.729, -2.754)
C (4.787, -3.043, -3.145)
C (4.251, -3.410, -4.379)
C (3.459, -2.533, -5.170)
C (3.235, -1.206, -4.765)
C (3.794, -0.799, -3.558)
H (5.336, -3.745, -2.500)
H (4.529, -4.326, -4.876)
H (3.120, -2.854, -6.146)
H (2.651, -0.474, -5.344)
H (3.665, 0.205, -3.205)

=====

# 3
Density functional theory data (ωB97M-V/def2-TZVPD) for C28H29BO5 in the gas phase.

Kohn-Sham gap = 2.88 eV
Multiplicity = 1
DFT total energy = -1485.1165 Ha
Highest occupied orbital energy = -3.8 eV
Energy relative to the best compared isomer or geometry (same formula, charge and spin) = 284.6 kJ/mol

CARTESIAN COORDINATES (ANGSTROEM)
C (-0.270, -3.559, -0.366)
O (-0.670, -2.314, 0.244)
C (-0.520, -1.046, -0.434)
C (-0.041, -1.167, -1.901)
C (-0.905, -1.076, -2.985)
C (-0.422, -1.266, -4.284)
C (0.920, -1.576, -4.511)
C (1.784, -1.689, -3.420)
C (1.316, -1.451, -2.135)
H (0.827, -3.671, -0.412)
H (-0.664, -4.317, 0.310)
H (-0.700, -3.695, -1.378)
H (-2.551, -1.363, -0.835)
H (-1.956, -0.860, -2.812)
H (-1.123, -1.157, -5.108)
H (1.290, -1.754, -5.520)
H (2.840, -1.945, -3.539)
H (2.011, -1.527, -1.284)
C (0.930, 2.413, 4.333)
C (0.213, 2.244, 3.090)
C (-0.919, 2.789, 2.527)
C (-0.936, 2.379, 1.163)
C (0.086, 1.482, 0.998)
B (0.851, -0.485, 0.133)
C (-2.011, -0.529, -0.343)
C (-2.655, -0.295, 0.956)
C (-3.734, 0.556, 0.717)
C (-3.537, 1.121, -0.545)
C (-4.358, 2.056, -1.302)
O (-2.398, 0.652, -1.104)
C (0.937, 1.083, -0.177)
C (2.274, 1.699, -0.329)
C (2.335, 2.335, -1.555)
C (1.114, 2.138, -2.186)
C (0.729, 2.386, -3.560)
O (0.266, 1.474, -1.395)
C (1.564, -1.071, 1.316)
C (2.889, -1.410, 1.522)
C (2.968, -2.116, 2.751)
C (1.677, -2.124, 3.257)
C (1.101, -2.763, 4.432)
O (0.826, -1.428, 2.434)
O (0.786, 1.417, 2.189)
H (0.315, 3.002, 5.018)
H (1.152, 1.427, 4.761)
H (1.883, 2.953, 4.212)
H (-1.641, 3.439, 3.006)
H (-1.690, 2.650, 0.429)
H (-2.446, -0.906, 1.829)
H (-4.583, 0.754, 1.374)
H (-5.249, 1.517, -1.651)
H (-4.707, 2.874, -0.659)
H (-3.826, 2.457, -2.175)
H (3.076, 1.637, 0.400)
H (3.170, 2.880, -1.999)
H (1.175, 3.323, -3.906)
H (1.131, 1.577, -4.179)
H (-0.354, 2.423, -3.680)
H (3.700, -1.179, 0.830)
H (3.841, -2.596, 3.189)
H (1.786, -3.554, 4.768)
H (0.991, -2.036, 5.250)
H (0.117, -3.214, 4.232)

=====

Q: Which of these has the highest DFT total energy?
A: C11H11NO3

=====

Q: Which of these has the highest highest occupied orbital energy?
A: C28H29BO5

=====

Q: Look up the energy relative to the best compared isomer or geometry (same formula, charge and spin) of the third one.
A: 284.6 kJ/mol

=====

Q: Which of these has the highest Kohn-Sham gap?
A: C108H90F18